DFT (ωB97M-V/def2-TZVPD) results for a 2-piece molecular cluster, C7H16N6O5PS overall.

Computed properties:
Spin multiplicity: 1
Highest occupied orbital energy (eV): -12.20
Charge: +1
E (eV): -46807.550
HOMO-LUMO gap (hartree): 0.299

XYZ file:
```
36
C7H16N6O5PS | OMol25 | ωB97M-V/def2-TZVPD
O 3.06993 -3.79121 -1.26688
H 1.14391 -4.20422 -1.94518
H -1.38525 -1.98642 -0.12335
H 2.12096 -5.58069 -1.44758
H -2.94618 7.11874 1.79953
H -2.39371 -0.83064 -1.24067
C 4.04437 -1.71519 -0.16924
H -1.12778 5.42556 2.65147
N -2.56218 1.65109 0.45486
N -3.52521 6.47583 1.22009
N -3.41142 4.01917 0.53307
O 3.77512 -1.92989 -2.75780
O 1.70346 -1.70822 -1.34395
S 3.04462 -2.19882 -1.54899
C 2.60558 -4.86248 -3.40481
H -4.42175 6.35156 1.73171
H 1.96884 -5.60400 -3.89256
H 4.20584 -0.63899 -0.23380
H 3.51837 -1.96145 0.75251
C -0.78603 2.21954 3.61132
C 2.15337 -4.62463 -1.97641
C -1.44492 -0.92346 -0.57726
N -1.49110 3.44523 1.78978
H 2.56001 -3.94125 -3.99008
N -0.97377 1.27178 4.35201
H -3.33863 1.44202 -0.21285
O -0.40722 2.92512 2.39593
N -1.66850 4.77976 2.05301
H 4.99843 -2.23854 -0.22527
C -2.48803 2.91739 0.88989
H -0.53789 -0.74191 -1.24943
H 3.64133 -5.21022 -3.43020
H -3.07321 -0.17876 2.41706
P -1.49564 0.29991 0.89318
O -2.22783 -0.64269 2.16771
C -2.85341 5.15132 1.28947
```